{"formula": "C4H9NOS", "method": "ωB97M-V/def2-TZVPD", "symbols": ["C", "N", "C", "C", "S", "C", "O", "H", "H", "H", "H", "H", "H", "H", "H", "H"], "xyz": [[0.8254, -0.8668, 1.3964], [-0.4987, -0.3268, 1.1282], [-0.6207, 0.3703, -0.1499], [-0.4569, -0.5557, -1.3841], [-1.4881, -2.0795, -1.3709], [0.2559, 1.6467, -0.2573], [1.5976, 1.5263, -0.1145], [0.8368, -1.3287, 2.3819], [1.1353, -1.6242, 0.6682], [1.5604, -0.0584, 1.3606], [-1.1337, -1.1217, 1.0443], [-1.6684, 0.7223, -0.1916], [-0.7061, 0.0732, -2.2455], [0.5944, -0.8378, -1.4892], [-0.0305, 2.0952, -1.2557], [-0.2027, 2.3656, 0.4792]], "atomic_forces_ev_per_a": [[0.31, 0.20, -0.16], [-0.18, -0.02, 0.36], [-0.21, -0.10, -0.60], [0.14, 0.14, 0.27], [-0.09, 0.03, -0.03], [0.34, 0.24, 0.02], [-0.07, 0.01, -0.06], [-0.08, -0.17, 0.31], [0.05, -0.15, -0.12], [-0.14, -0.05, -0.06], [0.03, 0.06, -0.05], [0.12, -0.03, 0.04], [0.00, -0.14, -0.08], [-0.03, 0.08, 0.03], [-0.14, -0.08, 0.00], [-0.05, -0.01, 0.13]], "nbo_charge": [-0.436, -0.665, -0.090, -0.532, -0.811, -0.009, -0.987, 0.138, 0.158, 0.248, 0.365, 0.152, 0.171, 0.186, 0.056, 0.056], "homo_energy_ev": 0.9, "smiles": "CN[C@@H](C[O-])C[S-]", "e_above_lowest_ev": 0.776, "charge": -2}